Arrangement A

# C5H8Cl2

A molecular structure, C5H8Cl2 (ωB97M-V with the def2-TZVPD basis set, the OMol25 dataset).

Each line ends with the Mulliken charge.
Cartesian coordinates (Å):
1 Cl -2.16969 0.07952 -0.65086  -0.165
2 Cl 2.13782 -0.33488 -0.67504  -0.221
3 C 0.24945 0.32855 1.34102  -0.955
4 C -0.58872 -2.07641 -0.01631  -1.126
5 C -0.64255 -0.51871 -0.28193  0.210
6 C 0.62846 0.47654 -0.08628  1.091
7 C 0.44203 1.83644 -0.76422  -1.622
8 H -0.49463 2.27458 -0.53526  0.407
9 H 0.42833 -2.42155 0.12419  0.315
10 H -1.19046 -2.19774 0.88553  0.297
11 H 1.16354 2.49004 -0.43237  0.446
12 H -0.38593 1.09907 1.63217  0.327
13 H 0.53151 1.80533 -1.82713  0.379
14 H -1.00220 -2.71162 -0.85347  0.348
15 H 0.89304 -0.12917 2.13996  0.269

For the HOMO-LUMO gap, the calculation gives 0.3323 Eh. The net charge is 0. The HOMO energy comes out at -8.21 eV.

Arrangement B

# C5H8Cl2

C5H8Cl2 in the gas phase (ωB97M-V with the def2-TZVPD basis set, the OMol25 dataset).

Each line ends with the Mulliken charge.
Cartesian coordinates (Å):
1 Cl 2.64559 -2.19614 1.06285  -0.161
2 Cl 1.83207 -2.44996 -1.69013  -0.173
3 C 0.65599 -0.69383 0.01211  -0.228
4 C -0.58868 -0.44964 0.34963  -0.320
5 C -0.49880 2.03787 -0.33369  -1.261
6 C -1.28344 0.87464 0.29836  -0.313
7 C 1.27172 -2.05350 -0.03546  -0.047
8 H -0.06316 1.74975 -1.28676  0.340
9 H 0.36166 2.32277 0.30440  0.306
10 H -1.16917 2.90034 -0.41409  0.357
11 H 1.40925 0.05508 -0.20187  0.275
12 H -2.15603 0.75992 -0.31581  0.304
13 H -1.22671 -1.18655 0.76402  0.330
14 H -1.69260 1.12341 1.30009  0.313
15 H 0.50232 -2.79416 0.18635  0.276

For the HOMO-LUMO gap, the calculation gives 0.4001 Eh. The net charge is 0. The HOMO energy comes out at -9.94 eV. Its SMILES is CC/C=C/C(Cl)Cl.

arrangement B takes first place; second place is 0.0793 hartree up.